[1]
11
Properties=species:S:1:pos:R:3 method="wB97M-V/def2-TZVPD" total_charge=0 smiles="CC=O.S=PS" orbital_gap_ev=8.045 relative_energy_ev=1.373 e_homo_ev=-8.52
C 0.459 -0.997 1.585
C 0.384 0.482 1.073
O 0.302 0.777 -0.061
P 0.333 0.255 -2.471
S 0.211 1.985 -3.360
S -1.600 -0.362 -1.870
H 0.182 -1.833 0.924
H 1.607 -1.126 1.948
H -0.191 -1.060 2.588
H 0.485 1.112 1.882
H -2.173 0.766 -2.240

***

[2]
12
Properties=species:S:1:pos:R:3 method="wB97M-V/def2-TZVPD" total_charge=0 orbital_gap_ev="5.933 / 7.341" relative_energy_ev=2.414 e_homo_ev="-8.46 / -9.42"
C -0.383 0.188 0.681
C -0.233 1.024 -0.634
O -1.715 0.450 1.154
P -2.842 -0.011 0.079
S -4.609 0.637 0.409
S -1.781 0.675 -1.683
S -1.154 -2.942 -0.245
H -0.379 -0.917 0.508
H 0.273 0.537 1.340
H -0.345 2.039 -0.291
H 0.624 0.877 -1.264
H -2.191 -3.579 0.037

***

[3]
9
Properties=species:S:1:pos:R:3 method="wB97M-V/def2-TZVPD" total_charge=-1 orbital_gap_ev=6.880 relative_energy_ev=0.055 e_homo_ev=-2.82
S 2.533 0.563 -0.445
H 3.291 0.138 0.578
O -2.186 0.679 -1.020
C -1.138 0.548 -0.427
C -0.612 -0.659 0.245
H -0.523 1.454 -0.254
H -1.238 -1.534 0.076
H -0.563 -0.409 1.308
H 0.435 -0.780 -0.063

***

[4]
8
Properties=species:S:1:pos:R:3 method="wB97M-V/def2-TZVPD" total_charge=0 smiles=C1CP1 orbital_gap_ev=10.620 relative_energy_ev=0.000 e_homo_ev=-9.36
C -0.208 0.634 0.546
C 0.585 -0.236 -0.591
P -1.046 0.455 -1.079
H -0.586 0.089 1.395
H 0.238 1.588 0.769
H 1.455 0.248 -1.004
H 0.682 -1.291 -0.403
H -1.787 -0.682 -0.718

***

[5]
10
Properties=species:S:1:pos:R:3 method="wB97M-V/def2-TZVPD" s_squared=2.0131 multiplicity=3 total_charge=0 orbital_gap_ev="7.912 / 6.942" relative_energy_ev=0.368 e_homo_ev="-8.76 / -8.93"
C -0.916 -0.002 0.045
C 0.103 0.935 -0.637
P -0.495 -1.640 -0.491
S -2.422 0.546 0.504
S -5.178 -0.045 0.013
H -0.320 1.791 -1.159
H 0.683 0.247 -1.237
H 0.738 1.368 0.088
H -1.180 -2.181 0.587
H 0.755 -1.774 0.289

***

[6]
8
Properties=species:S:1:pos:R:3 method="wB97M-V/def2-TZVPD" s_squared=0.7526 multiplicity=2 total_charge=0 orbital_gap_ev="8.646 / 5.812" relative_energy_ev=3.646 e_homo_ev="-8.35 / -8.35"
S -0.094 -4.144 2.699
H 0.412 -3.440 1.685
C -0.243 1.923 -0.922
C 0.243 0.776 -0.377
H -0.425 2.959 -0.681
H -0.730 1.639 -1.867
H -0.413 -0.092 -0.281
H 1.251 0.378 -0.256

***

[7]
8
Properties=species:S:1:pos:R:3 method="wB97M-V/def2-TZVPD" total_charge=0 smiles=CC orbital_gap_ev=13.092 relative_energy_ev=0.412 e_homo_ev=-11.79
C -0.758 0.009 -0.009
C 0.775 -0.009 -0.003
H -1.206 0.145 1.061
H -1.122 0.757 -0.731
H -1.193 -0.876 -0.338
H 1.222 1.030 0.374
H 1.156 -0.224 -0.946
H 1.126 -0.832 0.591

***

[8]
8
Properties=species:S:1:pos:R:3 method="wB97M-V/def2-TZVPD" s_squared=0.7526 multiplicity=2 total_charge=+1 orbital_gap_ev="15.724 / 7.232" relative_energy_ev=0.375 e_homo_ev="-19.47 / -19.08"
C -0.481 -0.562 -0.122
C 0.498 0.506 0.127
H -1.355 -0.325 0.513
H 0.033 -1.557 -0.199
H -1.034 -0.442 -1.103
H 0.302 1.311 -0.516
H 0.443 0.872 1.166
H 1.594 0.197 0.132

***

[9]
14
Properties=species:S:1:pos:R:3 method="wB97M-V/def2-TZVPD" total_charge=+2 orbital_gap_ev=6.381 e_homo_ev=-19.62
Al -1.886 0.120 0.737
Pb -1.746 1.227 -2.190
F -2.898 1.452 -0.815
F -0.681 1.840 1.433
F -0.796 1.328 -0.602
C 1.463 -0.602 -0.446
C 0.674 -0.317 0.768
O -0.545 -1.146 0.590
H 2.400 -0.052 -0.360
H 0.864 -0.358 -1.323
H 1.726 -1.654 -0.559
H 0.429 0.744 0.799
H 1.222 -0.580 1.673
H -0.226 -2.002 0.296

***

[10]
12
Properties=species:S:1:pos:R:3 method="wB97M-V/def2-TZVPD" total_charge=0 orbital_gap_ev=9.682 relative_energy_ev=1.665 e_homo_ev=-9.56
B 0.065 0.898 0.455
C 0.086 -1.474 -0.840
C -0.681 -0.411 -0.135
O -0.515 1.659 1.395
O 1.303 1.101 -0.014
Cl -1.737 -1.106 1.064
H 0.770 -0.774 -1.412
H -0.329 -2.277 -1.386
H 0.963 -1.840 -0.102
H -1.613 0.011 -1.267
H -0.104 2.467 1.801
H 1.792 1.745 0.441

***

[11]
12
Properties=species:S:1:pos:R:3 method="wB97M-V/def2-TZVPD" total_charge=0 smiles=OB(O)CCF orbital_gap_ev=10.235 relative_energy_ev=0.329 e_homo_ev=-9.95
B -1.100 0.324 -0.030
C 0.107 -0.462 0.616
C 1.644 0.157 -0.305
O -1.432 -0.051 -1.298
O -1.782 1.361 0.617
F 2.096 1.374 -0.096
H 0.289 -1.357 0.127
H 0.246 -0.382 1.736
H 1.201 0.124 -1.391
H 2.465 -0.446 -0.004
H -2.197 0.330 -1.802
H -2.505 1.697 0.096

***

[12]
10
Properties=species:S:1:pos:R:3 method="wB97M-V/def2-TZVPD" total_charge=0 orbital_gap_ev="8.916 / 8.039" relative_energy_ev=4.214 e_homo_ev="-8.80 / -8.48"
B 0.130 0.114 0.056
C 1.756 0.583 0.006
C -1.761 0.693 0.116
N 0.015 -1.290 -0.097
H 2.467 -0.113 0.107
H 2.067 1.680 0.116
H -2.129 1.767 -0.158
H -2.421 -0.082 0.053
H 0.829 -1.859 -0.065
H -0.951 -1.492 -0.134

***

What did the twelfth record say?
10
Properties=species:S:1:pos:R:3 method="wB97M-V/def2-TZVPD" total_charge=0 orbital_gap_ev="8.916 / 8.039" relative_energy_ev=4.214 e_homo_ev="-8.80 / -8.48"
B 0.130 0.114 0.056
C 1.756 0.583 0.006
C -1.761 0.693 0.116
N 0.015 -1.290 -0.097
H 2.467 -0.113 0.107
H 2.067 1.680 0.116
H -2.129 1.767 -0.158
H -2.421 -0.082 0.053
H 0.829 -1.859 -0.065
H -0.951 -1.492 -0.134